Formula: C39H110N6O19
Source: the OMol25 dataset
Level of theory: ωB97M-V/def2-TZVPD

Geometry as XYZ:
```
174
Properties=species:S:1:pos:R:3:forces:R:3
H 4.970673 3.719782 0.276595 0.140 0.328 -0.235
H 4.763733 -2.249528 -0.142495 0.211 -0.314 -0.195
C -1.659267 7.345752 3.185315 -0.337 -1.623 0.240
H -1.187527 3.057702 -4.866045 0.345 -0.238 -0.211
H -2.144857 7.832262 4.031255 0.750 0.362 0.181
H 0.434563 5.222322 4.938195 -0.062 -0.100 0.446
H 0.313063 -6.674058 -1.790225 0.072 -0.186 0.033
H -1.373097 -5.369598 -6.830425 -0.542 0.477 0.369
H -5.728987 1.727582 -1.786215 -0.516 0.299 -0.170
H 0.304523 6.197072 1.730975 -0.380 0.257 -0.408
H -1.359447 2.560452 -3.235565 0.301 -0.482 0.376
H 2.152953 0.654892 0.259065 0.725 0.079 0.504
C 1.511193 2.201352 3.983025 -1.942 0.317 -0.321
H 1.437863 -6.207248 4.891415 0.059 0.304 0.587
H -4.443567 -2.483698 -2.039005 -0.615 0.358 -0.005
C -1.369327 2.173822 -4.254645 -0.056 0.460 -1.038
H -0.313377 -1.952548 -3.516605 0.086 -0.417 0.115
H -0.482007 5.213832 -1.432955 -0.419 -0.439 0.345
H 2.380013 -0.182538 4.424545 0.016 -0.186 0.414
H -0.565867 -1.500288 -5.152115 0.069 0.484 -0.463
C 0.069973 5.702642 2.673645 1.091 1.317 -1.156
C -1.051467 -5.103318 -1.681785 0.919 -0.480 0.341
H -1.071897 -3.494788 7.287155 0.726 -0.285 -0.239
H -2.390627 6.567082 2.968765 -0.262 0.009 -0.687
O -2.703537 -2.447938 6.960385 -0.710 1.198 0.255
H -2.919047 5.004502 -2.767735 0.331 0.058 -0.061
C -0.664007 0.067182 -3.634575 0.203 0.119 -1.810
H -0.298397 1.562272 1.945285 0.054 -0.084 0.602
C 0.460463 3.281092 4.351695 0.941 -0.358 1.107
H 4.688373 1.994662 2.026765 -0.162 0.031 -0.011
H -1.135427 -0.648138 6.178965 0.205 0.269 -0.808
H -0.390947 3.284642 3.671115 0.009 -0.285 -0.345
H -0.621427 -6.735108 -8.776175 -0.050 0.155 -0.098
C 2.505743 4.489402 -0.114905 -0.630 -0.320 -0.235
H -3.013907 2.065342 2.219605 0.232 -0.145 0.225
C 5.011793 -3.018888 -3.166415 -0.369 0.871 0.043
C -1.665517 -3.215258 6.416765 0.896 0.076 0.876
C 1.941803 -2.252658 -5.083635 0.146 -0.018 -0.428
C 1.668793 -4.108018 4.202855 -0.638 -0.899 -0.509
H -3.104397 -1.005868 8.366275 -0.324 -0.061 -0.306
H 2.260553 -6.154538 3.432475 0.112 0.469 -0.464
C -0.131667 -3.088188 -0.758745 -0.088 -0.974 -0.032
O 1.598433 -3.480558 5.468945 0.508 0.274 0.167
H -2.354437 3.548062 -0.804155 -0.846 -0.341 -0.309
N 4.108843 0.510802 0.615225 0.034 0.365 1.807
H -3.778837 5.858652 -5.781105 -0.412 0.307 0.382
H 0.071823 2.996392 5.329445 -0.143 0.081 0.058
H 2.571213 4.504302 -1.202835 -0.025 -0.208 -0.135
O -0.021687 5.816792 -2.016725 0.062 0.894 0.010
C -0.069787 -1.172958 -4.238405 0.963 -0.759 1.457
C 3.429773 -2.564368 -4.916355 -0.777 0.660 1.271
N 1.415333 -1.122158 -4.310995 -0.731 -0.667 0.342
H 1.671393 -0.211188 -4.664065 0.182 -0.077 -0.540
N -2.920037 0.547052 6.362255 0.775 0.326 0.426
H -3.359457 0.440242 -0.622195 0.732 -0.444 -0.630
H -1.111247 0.603152 7.363245 -0.055 -0.241 0.664
C -3.600537 2.925082 2.543345 0.714 0.768 0.440
O -4.426607 -0.327978 -2.348385 0.680 0.063 -0.089
N 1.095103 4.584972 4.516815 1.036 0.147 -0.568
H -1.455777 -4.700748 -4.456595 0.299 0.581 -0.115
H -2.222257 0.790542 4.381475 -0.117 -0.157 -0.453
C 1.596143 -0.158158 3.667545 0.395 0.315 -0.097
H 4.011573 -1.677188 -5.166415 0.326 0.170 -0.030
H 1.022033 -6.209568 -8.278795 -0.085 0.369 0.110
H -0.238807 0.326312 -2.664955 -0.086 -0.137 0.213
C 4.795993 -0.630268 1.231865 -1.060 -0.639 -0.949
H 1.458823 4.547282 0.182955 -0.082 -0.062 -0.253
H 1.005933 -1.073758 3.705565 -0.004 0.140 -0.022
H 2.298563 2.102612 4.730295 -0.024 0.095 0.071
C 1.407163 5.268742 3.228645 -0.873 -0.628 0.596
H -0.979827 -2.487278 -1.086805 -0.021 0.105 -0.154
H -4.945807 -0.161538 -0.401495 -0.203 -0.080 0.263
H -0.342807 -3.448838 0.247965 -0.133 0.076 0.273
O 0.071703 -4.238128 -1.599115 0.108 1.190 -0.241
O 1.463593 0.520582 -0.391315 -1.330 -0.116 0.014
H -4.516877 2.608462 5.575595 1.079 0.161 1.014
C 2.166523 -5.593248 4.362105 -0.598 0.537 -0.432
H -4.326517 5.929532 -3.247495 -0.448 0.039 0.431
C 4.823073 1.752262 0.972625 -1.239 -0.582 -1.642
H 2.994913 -0.768098 -2.768575 -0.591 -0.838 -0.421
O 2.969273 3.263752 0.437905 0.851 -0.107 0.252
H 4.041013 -5.073708 1.782355 0.120 0.266 0.178
C 4.161433 -1.973728 0.723115 1.006 0.768 -0.489
C -1.768387 -0.134418 6.902525 -0.681 -0.739 -0.431
H 3.703203 -3.354768 -5.615345 0.142 -0.302 0.226
O 3.634453 -2.885018 -3.513745 0.242 -0.328 -0.914
H 5.476513 -3.957838 -3.467265 -0.134 -0.024 -0.291
H 0.265733 -4.440348 2.596415 0.060 -0.526 -0.025
H 0.793053 3.231672 -2.569805 -0.305 -0.241 0.353
C -1.029477 -5.682818 -4.661275 -0.251 -1.082 -1.591
H 2.428623 -3.005238 5.549355 -0.001 0.112 0.463
O 1.211953 3.753962 -3.253885 0.391 -0.061 -0.188
O -0.541847 1.769832 1.043135 -0.646 0.385 0.194
C -4.873147 1.824392 -1.118195 -0.539 -1.249 -1.191
C -3.827917 -1.631418 -2.326575 1.112 0.582 0.104
H 3.148523 -5.614248 4.834675 -0.156 0.016 0.239
H -3.184567 3.818882 2.078395 -0.004 -0.115 -0.340
N -3.943087 2.806052 -1.642845 -0.452 0.586 -0.278
H -1.473547 -1.486728 8.456895 0.262 -1.018 -0.033
H 0.182523 1.433322 0.515605 0.543 -0.408 -0.670
O 4.196273 -3.013818 1.664995 0.832 0.572 0.647
C -2.269037 -1.306408 7.733855 0.355 0.268 0.694
O -0.211747 -6.982228 -6.735735 0.730 0.445 0.321
H -1.741387 -0.095498 -3.604865 -0.187 0.019 0.526
O -3.482107 3.227412 3.946195 -1.053 -1.355 -0.653
H 1.916953 4.629452 2.507855 -0.138 -0.349 0.154
H -2.277777 5.195632 -5.201975 0.215 -0.340 0.074
H 3.940973 -4.414488 0.146715 0.052 0.048 -0.173
H 5.132883 -2.901728 -2.089515 -0.371 -0.243 0.013
H 4.754173 -0.549798 2.318095 -0.159 -0.028 0.039
H -0.507647 4.814032 2.419045 -0.727 0.186 0.367
H 1.932293 0.411182 -1.218715 0.237 0.053 -0.368
O 0.760283 0.958612 3.866235 0.410 0.836 -0.111
H -3.345407 -1.839908 -3.281465 -0.613 0.114 -0.449
C -3.311147 4.937482 -5.433505 -0.400 -0.290 -0.459
H 1.902873 2.553632 3.028775 0.524 -0.671 -0.303
H 0.766693 -2.473548 -0.701655 0.021 -0.157 -0.381
H -1.268137 -5.387048 -0.651905 -0.697 -0.108 0.098
O -0.434037 1.126882 -4.573135 -0.541 0.957 1.133
N -0.007657 -6.122978 -3.729065 -0.137 0.583 -0.428
O 3.371353 -0.057038 -2.249995 0.499 0.460 0.215
H -1.907147 -4.648538 -2.180865 -0.144 0.240 0.070
O -1.416937 3.719572 -0.715145 0.732 0.714 -0.328
H 1.575463 3.108392 -3.859975 0.051 -0.155 -0.255
H 4.325413 2.681452 -0.997135 0.218 -0.420 -0.136
H -1.232687 -7.177118 -2.423775 -0.293 0.153 0.039
H -1.911197 -6.315658 -4.560375 0.091 -0.483 -0.011
H -5.291197 2.110142 -0.152955 0.373 -0.098 0.200
H -3.430707 4.242132 -6.264335 0.637 0.077 -0.164
H 5.838283 -0.552418 0.922545 0.402 -0.503 0.231
H 2.604803 -4.143748 1.297395 -0.325 -0.522 -0.316
C -2.626177 1.368952 5.212365 -1.519 0.214 0.110
H -1.132627 3.138612 -0.009535 0.317 -0.466 0.660
C 3.686093 -4.230108 1.190335 -0.647 0.166 -0.095
H 3.956703 0.431242 -0.380075 0.582 -0.267 -0.100
H -3.668527 -0.124388 6.267275 -0.094 0.159 -0.638
C -0.572737 -5.699578 -6.168125 -0.520 -0.338 -0.228
H 0.683673 5.292332 -2.395715 0.081 0.017 -0.303
C 0.223903 -6.934188 -8.117475 -0.229 0.057 1.128
H -4.706467 1.538142 4.415095 0.396 -0.591 -0.994
H 5.516513 -2.148798 -3.586305 0.548 -0.141 -0.265
O -0.473857 6.650402 3.589305 -0.253 0.254 0.106
H -4.607987 2.780292 2.153225 -0.407 0.075 0.480
H 0.629543 -5.350578 -3.596895 0.535 0.100 -0.278
H -1.877447 2.144562 5.373425 0.042 -0.196 0.722
C -4.329897 0.385262 -1.115475 -0.623 -0.002 1.662
H -1.052747 -2.660748 5.706045 0.069 -0.029 0.004
C 0.262043 -4.020178 3.602175 -0.180 -0.815 -0.651
C -4.710357 4.015922 -2.094305 1.092 0.298 -0.234
H 3.965503 0.390722 -2.852255 0.174 0.223 -0.126
C -3.946637 4.915822 -3.120305 -0.099 -1.191 0.116
H 1.421783 -3.182478 -4.853205 -0.301 0.157 0.605
H -2.375957 1.844232 -4.511875 -0.195 -0.160 0.150
H -1.988107 -4.145808 5.949725 -0.630 0.282 0.013
H -3.483617 2.331162 -2.406695 0.103 0.337 -0.537
H 5.887863 1.609312 0.788545 0.379 0.223 -0.017
H -5.685657 3.717872 -2.479085 -0.087 0.094 -0.224
H 1.716173 -2.124648 -6.142325 0.232 0.109 -0.437
H -1.534327 8.022462 2.340005 0.231 -0.025 0.011
C -0.525647 -6.347758 -2.405195 0.076 -0.199 0.660
H 0.663983 -7.895098 -8.384085 -0.290 -0.142 0.297
H 2.075533 6.121652 3.346665 -0.153 0.086 0.469
H -2.951837 -1.662508 -1.678785 -0.052 0.271 0.557
H -4.853427 4.582532 -1.174205 -0.236 0.273 -0.079
H 3.180663 -1.805458 0.278305 -0.533 0.146 0.495
H 0.187563 -4.925098 -6.269215 0.721 -0.236 -0.162
H 2.376953 -3.590858 3.555425 0.086 0.178 -0.010
O -3.988277 4.271742 -4.396995 -0.039 0.033 0.808
H 2.938523 5.430752 0.223725 0.721 -0.213 0.503
C 4.311693 2.875172 0.075425 -0.524 1.307 1.148
C -3.888907 2.133222 4.822005 -0.175 1.171 -1.029
H -0.436127 -4.586798 4.218295 0.060 -0.225 -0.034
H -0.245397 -3.073478 3.416835 0.723 0.579 0.561
H 2.137823 -0.068648 2.725915 -0.084 -0.179 -0.426
```
Forces are in eV/Å.

**Energy**: -3309.68148 Eh
**Multiplicity**: 1
**Energy above the lowest of the compared OMol25 structures with the same formula, charge and spin**: 1.594 eV
**Max |F|**: 2.1 eV Å⁻¹